--- one ---
C4H8O2S2 in the gas phase, computed with ωB97M-V/def2-TZVPD.

```
16
Properties=species:S:1:pos:R:3:nbo_charge:R:1
C -1.41094 -1.27487 0.35753 -0.676
C 1.16939 -0.74563 -0.58992 -0.437
C -0.94814 1.10506 1.72922 -0.121
C 0.84703 -0.00922 -1.84749 -0.122
O -0.19032 1.75924 2.62501 -0.654
O 1.34490 1.30761 -1.85792 -0.706
S 0.23625 -2.00436 0.03351 0.330
S -1.57470 -0.43059 2.01459 0.243
H -1.65124 -0.53418 -0.39708 0.227
H -2.12735 -2.08978 0.36787 0.240
H 2.20283 -0.76796 -0.28026 0.200
H -1.26435 1.71092 0.89579 0.182
H -0.23281 0.08514 -1.99343 0.180
H 1.25304 -0.56238 -2.71991 0.169
H 0.05352 1.17279 3.35562 0.484
H 2.29288 1.27821 -1.69314 0.463
```

## Properties
E_HOMO (spin up / spin down) = -6.8 / -7.6 eV
LUMO energy (spin up / spin down) = -0.0064 / 0.0188 Ha

--- two ---
C4H8O2S2 in the gas phase, computed with ωB97M-V/def2-TZVPD.

```
16
Properties=species:S:1:pos:R:3:nbo_charge:R:1
C 1.11337 1.14887 0.12021 -0.640
C -0.13292 1.12857 -0.82613 -0.669
C 0.48648 -1.45983 -0.38025 -0.652
C -0.16198 -1.14098 0.93899 -0.608
H 1.39632 2.21546 0.38085 0.250
H 2.03668 0.78146 -0.23103 0.234
H 0.00253 1.88315 -1.61353 0.239
H -1.04845 1.34745 -0.14002 0.280
H 0.31393 -2.46534 -0.88373 0.261
H 1.60719 -1.28797 -0.33784 0.225
H -1.23479 -0.84606 0.86124 0.262
H -0.05514 -2.01013 1.70672 0.249
O -0.67716 1.16078 2.21356 -0.954
O -1.51519 -0.91723 -2.00635 -0.966
S 0.55654 0.46249 1.74622 1.221
S -0.13836 -0.43913 -1.77855 1.268
```

## Properties
E_HOMO = -9.4 eV
LUMO energy = 0.0147 Ha

The calculated energies rank the structures as follows, beginning with the most stable: two, one.

--- one ---
C5H8S in the gas phase, computed with ωB97M-V/def2-TZVPD.

```
14
Properties=species:S:1:pos:R:3:nbo_charge:R:1
C 1.76803 -0.64952 -0.37778 -0.439
C 0.72386 0.12870 -0.20651 0.072
C -1.78703 -0.92279 0.47252 -0.492
C -0.85889 -0.55783 -0.60789 -0.333
C 0.68051 1.50234 0.34403 -0.679
S -2.27097 0.52800 -0.48929 0.108
H 2.75305 -0.29224 -0.12906 0.199
H 1.69784 -1.64922 -0.76981 0.203
H -2.42267 -1.78999 0.33926 0.227
H -1.50434 -0.71847 1.49645 0.224
H -0.78467 -1.15726 -1.50359 0.228
H 0.76984 2.23167 -0.46177 0.229
H -0.26419 1.68963 0.84933 0.233
H 1.49964 1.65697 1.04411 0.221
```

## Properties
SMILES string = C=C(C)[C@H]1CS1
E_HOMO = -8.7 eV
LUMO energy = 0.0370 Ha

--- two ---
C5H8S in the gas phase, computed with ωB97M-V/def2-TZVPD.

```
14
Properties=species:S:1:pos:R:3:nbo_charge:R:1
C -2.14305 0.05286 0.43003 -0.609
C -0.89601 0.11435 -0.45874 -0.360
C 1.68286 -0.13993 0.26558 -0.560
C 1.15274 1.25637 0.11963 -0.197
C -0.10433 1.38577 -0.25946 -0.190
H -2.67690 -0.88597 0.29471 0.216
H -2.82604 0.86617 0.19938 0.207
H -1.88049 0.12325 1.49045 0.216
H -1.13637 0.05309 -1.50700 0.217
H 2.55485 -0.35980 -0.45184 0.223
H 2.09085 -0.35057 1.28878 0.224
H 1.83427 2.10684 0.30512 0.218
H -0.58801 2.35728 -0.40367 0.218
S 0.27966 -1.24543 -0.11239 0.177
```

## Properties
SMILES string = C[C@H]1C=CCS1
E_HOMO = -8.4 eV
LUMO energy = 0.0376 Ha

The calculated energies rank the structures as follows, beginning with the most stable: two, one.

--- one ---
C5H8S in the gas phase, computed with ωB97M-V/def2-TZVPD.

```
14
Properties=species:S:1:pos:R:3:nbo_charge:R:1
C 2.98806 0.96814 0.22140 -0.595
C 2.55601 -0.40604 -0.28637 -0.464
C 1.09213 -0.66163 -0.12799 0.009
C -0.10091 -0.78423 0.02639 -0.047
C -1.52741 -0.88469 0.34482 -0.575
H 4.07689 1.06796 0.26480 0.213
H 2.59762 1.12374 1.23764 0.210
H 2.51290 1.74940 -0.34956 0.214
H 2.84350 -0.53157 -1.32280 0.226
H 3.02272 -1.24794 0.22772 0.227
H -1.98602 -1.70525 -0.23759 0.246
H -1.69130 -1.15889 1.38546 0.240
H -1.92568 1.50873 0.64312 0.122
S -2.46862 0.61278 -0.18239 -0.025
```

## Properties
SMILES string = CCC#CCS
E_HOMO = -9.1 eV
LUMO energy = 0.0342 Ha

--- two ---
C5H8S in the gas phase, computed with ωB97M-V/def2-TZVPD.

```
14
Properties=species:S:1:pos:R:3:nbo_charge:R:1
C -0.93739 -1.02226 -0.53308 -0.483
C 0.50371 -0.50925 -0.68446 -0.408
C 0.86281 0.36710 0.45668 -0.514
C 0.66597 1.74966 0.37232 -0.021
C 0.81503 2.93215 0.41854 -0.230
H -2.43538 -2.43223 0.74130 0.128
H -1.12421 -1.52440 -1.51788 0.216
H -1.71715 -0.21960 -0.40596 0.213
H 1.02044 -1.45119 -0.70395 0.219
H 0.51167 0.01915 -1.63059 0.225
H 1.90737 0.23976 0.80127 0.248
H 0.37529 -0.07329 1.42905 0.242
H 0.74032 4.02138 0.28272 0.241
S -1.18848 -2.09700 0.97406 -0.078
```

## Properties
SMILES string = C#CCCCS
E_HOMO = -9.1 eV
LUMO energy = 0.0323 Ha

The calculated energies rank the structures as follows, beginning with the most stable: one, two.

--- one ---
C5H8S in the gas phase, computed with ωB97M-V/def2-TZVPD.

```
14
Properties=species:S:1:pos:R:3:nbo_charge:R:1
C 0.51154 -1.86307 -0.77949 -0.599
C -0.28768 -0.60515 -0.81458 -0.288
C -1.81343 -0.61103 -0.25965 -0.403
C -1.33528 0.39314 0.82223 -0.492
C 0.08597 0.44041 0.23279 -0.038
H 1.50198 -1.58363 -1.02214 0.224
H 0.54039 -2.24214 0.23873 0.203
H 0.14330 -2.60267 -1.48092 0.216
H -0.23640 -0.19873 -1.82501 0.226
H -2.18122 -1.58551 0.05342 0.210
H -2.51363 -0.14861 -0.95075 0.210
H -1.22761 -0.00155 1.81398 0.235
H -1.84056 1.31796 0.97233 0.234
S 1.42793 1.28244 0.43703 0.061
```

## Properties
SMILES string = C[C@H]1CCC1=S
E_HOMO = -8.5 eV
LUMO energy = 0.0032 Ha

--- two ---
2 unconnected molecules or ions with the total composition C5H8S, computed with ωB97M-V/def2-TZVPD.

```
14
Properties=species:S:1:pos:R:3:nbo_charge:R:1
C -0.90290 1.35415 0.01263 0.005
C -1.69752 0.45296 0.02941 -0.258
C 0.02003 2.46282 -0.05080 -0.683
C 1.14489 -1.70911 0.75913 -0.384
C 1.54805 -1.98836 -0.46279 -0.385
S -2.71014 -0.90662 0.15361 0.085
H 0.14101 2.90532 0.93708 0.237
H -0.36145 3.22142 -0.73384 0.241
H 0.99141 2.11966 -0.40877 0.237
H 1.47321 -2.27270 1.61787 0.189
H 0.45707 -0.90377 0.95771 0.197
H -3.54149 -0.52821 -0.82075 0.137
H 1.20437 -1.41697 -1.31000 0.192
H 2.23343 -2.79059 -0.68050 0.190
```

## Properties
SMILES string = CC#CS.C=C
E_HOMO = -8.7 eV
LUMO energy = 0.0290 Ha

The calculated energies rank the structures as follows, beginning with the most stable: one, two.

--- one ---
2 unconnected molecules or ions with the total composition C3H2O, computed with ωB97M-V/def2-TZVPD.

```
6
Properties=species:S:1:pos:R:3:nbo_charge:R:1
C -3.15616 -0.12573 -0.13908 -0.137
C -4.19878 0.37464 -0.13604 -0.039
C -0.25763 -0.11861 0.01706 0.327
O -1.32736 -0.58518 0.36441 -0.428
H 0.53905 0.13197 0.93328 0.124
H 0.11037 0.20237 -0.93201 0.153
```

## Properties
E_HOMO (spin up / spin down) = -9.8 / -10.4 eV
LUMO energy (spin up / spin down) = -0.0750 / -0.0488 Ha

--- two ---
C3H2O in the gas phase, computed with ωB97M-V/def2-TZVPD.

```
6
Properties=species:S:1:pos:R:3:nbo_charge:R:1
C -0.04192 1.17319 -0.06691 -0.154
C 0.76430 0.17364 -0.66922 -0.685
C 1.83695 -0.17744 -1.44135 0.836
O 2.61591 -0.78611 -2.03038 -0.388
H -0.68947 0.78126 0.60658 0.114
H 0.48874 -0.79533 -0.24958 0.278
```

## Properties
E_HOMO = -8.2 eV
LUMO energy = -0.0219 Ha

The calculated energies rank the structures as follows, beginning with the most stable: two, one.

--- one ---
C3H2O in the gas phase, computed with ωB97M-V/def2-TZVPD.

```
6
Properties=species:S:1:pos:R:3:nbo_charge:R:1
O 1.94023 -0.43832 -0.71263 -0.483
C 0.86038 -0.05049 -0.39404 0.361
C 0.04971 -0.45984 0.73385 -0.169
C -1.08789 -0.05178 0.69622 -0.051
H 0.31542 0.69688 -1.01047 0.114
H -2.07785 0.30355 0.68706 0.229
```

## Properties
SMILES string = C#CC=O
E_HOMO = -10.3 eV
LUMO energy = -0.0023 Ha

--- two ---
C3H2O in the gas phase, computed with ωB97M-V/def2-TZVPD.

```
6
Properties=species:S:1:pos:R:3:nbo_charge:R:1
C -1.06253 0.04560 -0.04048 0.347
C 0.27463 -0.23748 0.11500 -0.143
C 1.49987 -0.39035 -0.05962 -0.114
H -1.19913 1.22067 0.00135 0.110
H 2.59808 -0.12987 -0.01008 0.263
O -2.11093 -0.50856 -0.00617 -0.464
```

## Properties
SMILES string = C#CC=O
E_HOMO = -10.2 eV
LUMO energy = -0.0141 Ha

--- three ---
2 unconnected molecules or ions with the total composition C3H2O, computed with ωB97M-V/def2-TZVPD.

```
6
Properties=species:S:1:pos:R:3:nbo_charge:R:1
C -0.99015 0.72468 -0.85591 -0.434
C -1.61305 0.78919 -1.84625 -0.090
C 0.21802 -0.06913 0.91975 0.402
O 1.14606 -0.71142 0.34396 -0.585
H 0.42183 0.12438 2.01855 0.161
H 0.81731 -0.85770 -0.58010 0.545
```

## Properties
E_HOMO (spin up / spin down) = -9.9 / -9.0 eV
LUMO energy (spin up / spin down) = -0.0484 / -0.0738 Ha

The calculated energies rank the structures as follows, beginning with the most stable: two, one, three.

--- one ---
C2H5IP2 in the gas phase, computed with ωB97M-V/def2-TZVPD.

```
10
Properties=species:S:1:pos:R:3:nbo_charge:R:1
C -1.05299 -1.17530 1.35414 -0.828
C 1.68242 1.36982 -0.56676 -0.658
P -1.47266 0.52329 -1.24285 0.033
P 0.01995 0.21784 0.12847 0.482
I 2.58518 0.44260 -2.30445 0.097
H -2.12720 -1.12395 0.95769 0.239
H -0.47526 -2.12013 1.20466 0.230
H -0.96716 -0.93372 2.52226 0.236
H 2.42101 1.53472 0.21169 0.149
H -0.61329 1.26483 -2.26485 0.021
```

## Properties
SMILES string = [H]/P=P(/C)=C\I
E_HOMO (spin up / spin down) = -7.7 / -7.7 eV
LUMO energy (spin up / spin down) = -0.0523 / -0.0523 Ha

--- two ---
C2H5IP2 in the gas phase, computed with ωB97M-V/def2-TZVPD.

```
10
Properties=species:S:1:pos:R:3:nbo_charge:R:1
C -0.49186 -1.25570 0.36752 -0.581
C 0.58785 -0.21245 -0.66371 -0.670
P -1.00543 1.99088 0.70538 -0.047
P 0.39734 1.65037 -0.66301 0.352
I 2.66140 -0.27530 0.10499 0.106
H -0.16028 -1.43630 1.47100 0.233
H -1.40311 -0.94358 0.13892 0.195
H -0.35018 -2.19719 -0.13925 0.207
H 0.46666 -0.64641 -1.67004 0.223
H -0.70239 3.32569 0.34819 -0.019
```

## Properties
E_HOMO = -9.0 eV
LUMO energy = -0.0248 Ha

The calculated energies rank the structures as follows, beginning with the most stable: two, one.